[1]
12
Properties=species:S:1:pos:R:3 method="wB97M-V/def2-TZVPD" charge=0 smiles=CC(C)O multiplicity=1 e_lumo_ha=0.03580 homo_lumo_gap_ev=11.25 max_force_ev_per_a=0.335 energy_ev=-5288.119 homo_ev=-10.277 de_lowest_kcal_mol=0.7
H 0.93 -0.43 -1.02
H -1.54 -0.22 -1.17
H -1.11 -1.78 -0.45
O 0.96 -0.87 1.00
C -1.08 -0.69 -0.30
H 0.02 1.84 -0.70
H 1.45 1.60 0.33
H -1.68 -0.45 0.58
C 0.42 1.29 0.15
H -0.17 1.54 1.04
H 1.43 -1.63 0.66
C 0.35 -0.21 -0.11


[2]
12
Properties=species:S:1:pos:R:3 method="wB97M-V/def2-TZVPD" charge=0 smiles="C=CC.O" multiplicity=1 e_lumo_ha=0.02599 homo_lumo_gap_ev=10.44 max_force_ev_per_a=2.035 energy_ev=-5287.201 homo_ev=-9.732 de_lowest_kcal_mol=21.9
C -0.30 0.61 -1.08
H 1.74 1.23 -0.94
H 1.61 -0.55 -1.16
H 1.19 0.29 0.35
H -0.63 -0.41 4.01
H -0.91 1.05 -0.29
C 1.14 0.33 -0.75
H -0.44 -1.83 3.44
C -0.87 0.26 -2.23
H -1.90 0.46 -2.41
H -0.43 -0.18 -3.12
O -0.20 -1.25 4.18


[3]
12
Properties=species:S:1:pos:R:3 method="wB97M-V/def2-TZVPD" charge=0 multiplicity=1 e_lumo_ha=0.02128 homo_lumo_gap_ev=9.47 max_force_ev_per_a=0.360 energy_ev=-5284.833 homo_ev=-8.890 de_lowest_kcal_mol=76.5
C 0.44 1.61 -1.52
H 1.67 0.12 -1.74
H -1.58 -1.03 -0.02
C -0.30 0.15 1.28
H 0.72 0.14 1.68
H -0.43 1.10 0.74
H -0.99 0.16 2.13
H -0.44 -1.99 0.94
C -0.57 -1.05 0.38
H -0.26 0.84 -1.96
O 1.62 1.05 -1.44
H 0.13 -1.09 -0.47